Formula: C39H24Cl2F9N2O2PS2Zn
Source: OMol25
Level of theory: wB97M-V/def2-TZVPD

Each line ends with the Mulliken charge.
Geometry (Å):
Zn (0.919, 1.846, 0.451)  0.117
C (1.528, 3.492, 2.506)  -1.138
C (1.089, 3.795, 1.161)  0.033
C (-0.308, 4.148, 1.283)  -0.978
C (-0.691, 3.991, 2.594)  -0.287
C (0.448, 3.587, 3.353)  -0.564
H (2.532, 3.204, 2.779)  0.462
H (1.737, 4.227, 0.405)  0.775
H (-0.947, 4.442, 0.464)  0.439
H (-1.698, 4.090, 2.975)  0.453
H (0.445, 3.334, 4.404)  0.436
Cl (1.001, -1.799, -2.583)  -0.076
C (0.520, -0.277, -3.268)  0.882
C (0.447, -0.196, -4.647)  -0.643
C (0.090, 1.002, -5.256)  -0.395
C (-0.179, 2.099, -4.452)  -0.766
C (-0.098, 1.988, -3.078)  1.117
Cl (-0.465, 3.418, -2.140)  -0.292
C (0.240, 0.804, -2.384)  -1.730
N (0.296, 0.709, -1.044)  -0.518
H (0.683, -1.073, -5.234)  0.420
H (0.032, 1.079, -6.334)  0.347
H (-0.464, 3.048, -4.886)  0.407
F (-5.532, -0.446, 5.503)  -0.285
C (-4.199, -0.651, 5.660)  0.870
F (-4.089, -1.912, 6.151)  -0.278
F (-3.807, 0.171, 6.658)  -0.299
C (-3.434, -0.451, 4.394)  0.504
C (-2.285, 0.323, 4.359)  -0.950
C (-1.592, 0.468, 3.162)  0.461
C (-2.011, -0.144, 1.988)  -0.455
C (-3.170, -0.924, 2.057)  -0.175
C (-3.880, -1.083, 3.233)  -1.100
P (-0.826, 0.197, 0.366)  2.247
C (-2.342, 0.459, -0.647)  0.086
C (-3.222, 1.471, -0.267)  -0.343
C (-4.306, 1.816, -1.055)  -0.783
C (-4.535, 1.135, -2.246)  0.344
C (-3.669, 0.126, -2.644)  -1.182
C (-2.578, -0.198, -1.853)  0.044
C (-5.719, 1.455, -3.101)  0.780
F (-6.322, 2.614, -2.762)  -0.301
F (-6.684, 0.501, -3.034)  -0.277
F (-5.403, 1.554, -4.413)  -0.282
C (-0.441, -1.599, 0.459)  0.791
C (-1.243, -2.620, -0.049)  -0.222
C (-0.916, -3.950, 0.144)  -1.302
C (0.233, -4.285, 0.850)  0.404
C (1.047, -3.283, 1.356)  -0.797
C (0.706, -1.954, 1.162)  -0.894
C (0.552, -5.730, 1.074)  0.783
F (0.395, -6.477, -0.048)  -0.290
F (1.808, -5.939, 1.508)  -0.280
F (-0.263, -6.305, 1.998)  -0.283
H (-1.939, 0.819, 5.256)  0.449
H (-0.702, 1.093, 3.138)  -0.079
H (-3.535, -1.421, 1.162)  0.270
H (-4.778, -1.689, 3.259)  0.370
H (-3.048, 2.003, 0.661)  0.518
H (-4.968, 2.614, -0.748)  0.439
H (-3.828, -0.392, -3.581)  0.395
H (-1.894, -0.961, -2.197)  0.508
H (-2.149, -2.391, -0.595)  0.408
H (-1.551, -4.728, -0.264)  0.401
H (1.966, -3.532, 1.868)  0.421
H (1.371, -1.180, 1.524)  -0.080
O (4.375, -3.077, -1.506)  -0.634
S (4.947, -2.323, -0.426)  1.077
O (5.651, -3.042, 0.604)  -0.694
N (3.850, -1.311, 0.244)  -0.218
C (4.185, -0.061, 0.116)  0.597
S (3.404, 1.282, 0.798)  -0.721
C (5.455, 0.156, -0.675)  0.112
C (6.068, 1.340, -1.041)  -0.504
C (7.229, 1.271, -1.801)  -0.595
C (7.763, 0.044, -2.191)  -0.410
C (7.142, -1.145, -1.823)  -0.658
C (5.995, -1.050, -1.064)  0.012
H (5.631, 2.282, -0.738)  0.443
H (7.724, 2.186, -2.102)  0.362
H (8.665, 0.017, -2.788)  0.365
H (7.538, -2.106, -2.123)  0.408

The calculation puts the energy above the lowest of the compared OMol25 structures with the same formula, charge and spin at 29.5 kcal per mole. The charge is -2. As for the LUMO energy: 0.1498 hartree.



Formula: C39H25N10OSW
Source: OMol25
Level of theory: wB97M-V/def2-TZVPD

Each line ends with the Mulliken charge.
Geometry (Å):
W (0.497, -0.043, -0.255)  2.134
C (-2.832, 2.997, -5.292)  -0.658
C (-1.732, 3.859, -5.283)  -0.606
C (-0.695, 3.697, -4.375)  -0.293
C (-0.797, 2.647, -3.479)  0.318
C (0.074, 2.184, -2.404)  -0.173
N (-0.537, 1.124, -1.758)  -0.191
C (-1.675, 0.814, -2.419)  0.211
N (-2.453, -0.231, -2.225)  -0.654
C (-2.299, -1.031, -1.186)  -0.002
C (-3.196, -2.133, -0.887)  0.378
C (-4.251, -2.679, -1.606)  -0.312
C (-4.958, -3.709, -1.012)  -0.663
C (-4.636, -4.164, 0.275)  -0.564
C (-3.601, -3.602, 1.002)  -0.394
C (-2.877, -2.585, 0.394)  0.398
C (-1.798, -1.742, 0.874)  -0.160
N (-1.426, -1.653, 2.126)  -0.501
C (-0.589, -0.735, 2.571)  -0.980
N (0.248, 0.065, 1.826)  -0.073
C (0.960, 0.856, 2.692)  -0.150
N (2.014, 1.570, 2.365)  -0.536
C (2.268, 1.833, 1.103)  -0.379
N (1.326, 1.828, 0.095)  -0.514
C (1.955, 2.196, -1.085)  0.142
N (1.294, 2.583, -2.183)  -0.579
C (3.358, 2.413, -0.823)  0.232
C (4.423, 2.770, -1.649)  -0.352
C (5.669, 2.886, -1.067)  -0.672
C (5.861, 2.663, 0.307)  -0.698
C (4.806, 2.325, 1.133)  -0.190
C (3.550, 2.203, 0.548)  0.689
C (0.530, 0.590, 4.052)  0.335
C (0.914, 1.135, 5.269)  -0.245
C (0.313, 0.628, 6.408)  -0.646
C (-0.644, -0.393, 6.334)  -0.706
C (-1.027, -0.934, 5.118)  -0.370
C (-0.421, -0.425, 3.977)  1.255
N (-1.402, -0.902, -0.162)  -0.137
C (-1.894, 1.789, -3.487)  0.151
C (-2.929, 1.944, -4.393)  -0.168
H (-3.622, 3.158, -6.013)  0.416
H (-1.692, 4.669, -5.998)  0.420
H (0.158, 4.363, -4.364)  0.552
H (-4.504, -2.307, -2.590)  0.566
H (-5.781, -4.169, -1.541)  0.422
H (-5.217, -4.965, 0.710)  0.427
H (-3.360, -3.937, 2.001)  0.553
H (4.271, 2.960, -2.704)  0.558
H (6.520, 3.161, -1.677)  0.430
H (6.855, 2.764, 0.722)  0.441
H (4.941, 2.153, 2.192)  0.606
H (1.656, 1.920, 5.318)  0.557
H (0.584, 1.025, 7.377)  0.444
H (-1.092, -0.762, 7.247)  0.435
H (-1.764, -1.722, 5.052)  0.570
H (-3.776, 1.272, -4.393)  0.566
S (2.373, -1.369, 0.047)  -0.666
C (3.112, -1.456, 1.665)  0.395
C (2.425, -1.961, 2.760)  -0.403
C (3.041, -1.999, 4.002)  -0.559
C (4.344, -1.548, 4.150)  -0.645
C (5.041, -1.075, 3.046)  -0.663
C (4.430, -1.031, 1.802)  -0.333
H (1.425, -2.358, 2.641)  0.494
H (2.497, -2.390, 4.853)  0.447
H (4.822, -1.579, 5.120)  0.420
H (6.064, -0.740, 3.152)  0.434
H (4.966, -0.654, 0.940)  0.538
N (2.555, -0.740, -3.331)  -0.254
C (1.577, -1.551, -2.909)  0.593
N (1.556, -2.821, -3.325)  -0.418
O (0.651, -1.125, -2.169)  -0.697
H (3.341, -1.076, -3.859)  0.219
H (2.589, 0.198, -2.965)  0.059
H (2.259, -3.209, -3.928)  0.174
H (0.837, -3.423, -2.963)  0.224

The calculation puts the energy above the lowest of the compared OMol25 structures with the same formula, charge and spin at 0.0 kcal per mole. The charge is +1. As for the LUMO energy (alpha / beta): -0.1509 / -0.1532 hartree. As for the multiplicity: 3. Its expectation value of S² is 2.49.



Formula: C39H27BeCl4NO4
Source: OMol25
Level of theory: wB97M-V/def2-TZVPD

Each line ends with the Mulliken charge.
Geometry (Å):
Be (0.582, -0.435, -0.997)  -0.805
O (-0.648, -0.267, 0.055)  0.179
C (-1.964, -0.127, -0.265)  2.005
C (-2.235, 1.131, -1.190)  -0.707
C (-1.511, 2.291, -0.597)  -0.530
C (-2.101, 3.225, 0.253)  -0.610
C (-1.282, 4.135, 0.902)  -0.804
C (0.092, 4.045, 0.742)  -0.480
C (0.601, 3.072, -0.120)  0.098
C (2.066, 2.775, -0.246)  -1.391
C (2.414, 1.286, 0.153)  2.172
O (1.934, 0.410, -0.756)  0.414
C (1.961, 0.948, 1.588)  0.595
C (1.706, -0.387, 1.894)  -0.395
C (1.330, -0.763, 3.175)  -0.615
C (1.195, 0.187, 4.180)  -0.687
C (1.445, 1.520, 3.888)  -1.146
C (1.828, 1.891, 2.605)  0.152
C (3.966, 1.207, 0.165)  -0.246
C (4.586, 0.299, -0.686)  -0.259
C (5.970, 0.187, -0.720)  -0.895
C (6.761, 0.984, 0.098)  -0.422
C (6.151, 1.889, 0.956)  -1.074
C (4.767, 1.995, 0.989)  -0.036
N (-0.200, 2.282, -0.823)  -0.070
C (-2.768, 0.135, 1.029)  -0.321
C (-4.160, 0.111, 1.067)  -0.393
C (-4.849, 0.440, 2.228)  -0.890
C (-4.152, 0.797, 3.376)  -0.543
C (-2.764, 0.816, 3.347)  -0.892
C (-2.078, 0.489, 2.184)  0.674
C (-2.505, -1.398, -0.947)  -0.754
C (-3.450, -1.403, -1.971)  0.389
C (-3.852, -2.592, -2.569)  -1.049
C (-3.322, -3.802, -2.148)  -0.560
C (-2.390, -3.810, -1.119)  -0.735
C (-1.989, -2.622, -0.528)  -0.519
H (-3.307, 1.325, -1.257)  0.798
H (-1.817, 0.903, -2.171)  0.687
H (-3.171, 3.207, 0.425)  0.402
H (-1.708, 4.878, 1.568)  0.387
H (0.762, 4.695, 1.291)  0.351
H (2.648, 3.494, 0.337)  0.347
H (2.379, 2.855, -1.289)  0.679
H (1.782, -1.129, 1.109)  0.239
H (1.116, -1.805, 3.381)  0.374
H (0.880, -0.108, 5.175)  0.389
H (1.330, 2.279, 4.655)  0.340
H (2.002, 2.940, 2.397)  0.266
H (3.939, -0.313, -1.303)  0.409
H (6.433, -0.531, -1.388)  0.411
H (7.841, 0.896, 0.072)  0.355
H (6.754, 2.510, 1.610)  0.382
H (4.308, 2.689, 1.684)  0.267
H (-4.716, -0.179, 0.182)  0.420
H (-5.933, 0.409, 2.235)  0.390
H (-4.687, 1.051, 4.284)  0.373
H (-2.200, 1.092, 4.232)  0.424
H (-0.997, 0.500, 2.134)  -0.194
H (-3.848, -0.472, -2.355)  0.348
H (-4.559, -2.564, -3.391)  0.348
H (-3.606, -4.726, -2.638)  0.376
H (-1.934, -4.742, -0.804)  0.435
H (-1.211, -2.614, 0.225)  0.368
Cl (0.119, -6.152, -3.954)  -0.276
C (0.085, -4.450, -3.592)  0.452
C (-0.505, -3.563, -4.467)  0.273
Cl (-1.216, -4.134, -5.951)  -0.274
C (-0.530, -2.184, -4.161)  0.432
Cl (-1.307, -1.053, -5.232)  -0.278
C (0.024, -1.698, -2.988)  0.346
O (0.018, -0.464, -2.588)  -0.713
C (0.637, -2.627, -2.066)  -0.482
O (1.069, -2.089, -0.973)  -0.371
C (0.659, -3.976, -2.392)  -0.072
Cl (1.329, -5.087, -1.232)  -0.257

The charge is -2. As for the LUMO energy: 0.1655 hartree.